Formula: C30H56O30
Source: OMol25
Level of theory: wB97M-V/def2-TZVPD

Properties
Energy above the lowest of the compared OMol25 structures with the same formula, charge and spin (kJ/mol): 483.95
Largest force on an atom (eV Å⁻¹): 4.715
Spin multiplicity: 1
HOMO energy (eV): -10.50
HOMO-LUMO gap (eV): 10.5819
SMILES string: COC(=O)OC.COC(=O)OC.COC(=O)OC.COC(=O)OC.COC(=O)OC.COC(=O)OC.COC(=O)OC.COC(=O)OC.O=C1OCCO1.O=C1OCCO1

Geometry (Å):
1 C -16.9942 10.9604 -17.4694
2 O -17.8290 9.8364 -17.4324
3 C -17.8050 8.9419 -18.5128
4 O -17.1506 9.0135 -19.5536
5 O -18.3114 7.7073 -18.0128
6 C -18.3038 6.6088 -18.9431
7 H -17.0685 11.7438 -18.2236
8 H -15.9689 10.6092 -17.3533
9 H -17.0341 11.4821 -16.5133
10 H -18.8174 6.9233 -19.8516
11 H -18.9308 5.8079 -18.5515
12 H -17.3357 6.2528 -19.2955
13 C -13.7722 -0.6490 1.2136
14 O -14.3112 -0.1371 -0.0068
15 C -15.1628 0.8115 0.0627
16 O -15.4175 1.6647 0.9296
17 O -15.8516 0.6036 -1.0140
18 C -16.9894 1.3452 -1.3818
19 H -13.1988 -1.5630 1.0596
20 H -14.4945 -0.8823 1.9959
21 H -12.9679 0.0174 1.5253
22 H -16.8651 2.3648 -1.0171
23 H -17.8512 0.8326 -0.9545
24 H -17.2330 1.1974 -2.4339
25 C -25.4692 2.7045 -14.9226
26 O -25.7694 3.0433 -13.5539
27 C -25.1323 4.0352 -12.8409
28 O -24.3496 4.9447 -13.2311
29 O -25.7576 4.0626 -11.5974
30 C -25.2996 5.0804 -10.7129
31 H -25.7011 3.5478 -15.5732
32 H -26.0499 1.8277 -15.2093
33 H -24.4012 2.4930 -14.9738
34 H -24.3357 5.5603 -10.8824
35 H -25.3737 4.6639 -9.7083
36 H -25.9976 5.9175 -10.6957
37 C -12.5593 1.5778 -17.6553
38 O -11.6879 0.7647 -18.4207
39 C -11.9605 0.5483 -19.7843
40 O -12.7131 1.2058 -20.5326
41 O -11.3818 -0.6910 -20.1826
42 C -11.4740 -0.9782 -21.5262
43 H -12.0158 2.4930 -17.4208
44 H -12.7626 1.0502 -16.7234
45 H -13.5407 1.8482 -18.0449
46 H -11.0582 -0.1816 -22.1430
47 H -12.4934 -1.2385 -21.8111
48 H -10.8537 -1.7901 -21.9059
49 C -15.4129 -6.4336 -2.0499
50 O -15.2992 -5.6685 -3.2554
51 C -16.1848 -4.9112 -3.7944
52 O -17.2142 -4.5496 -3.2411
53 O -15.7081 -4.5269 -4.9505
54 C -16.3640 -3.5082 -5.6917
55 H -16.4476 -6.7705 -1.9859
56 H -14.9642 -5.8997 -1.2122
57 H -14.8817 -7.3693 -2.2243
58 H -17.1773 -2.9688 -5.2061
59 H -16.6648 -3.7683 -6.7066
60 H -15.6802 -2.6843 -5.8959
61 C -20.8159 8.2833 -1.7575
62 O -19.7437 9.1584 -2.2616
63 C -18.7024 9.5805 -1.4900
64 O -17.8497 10.3724 -1.8673
65 O -18.7289 9.0458 -0.2402
66 C -17.9107 9.4618 0.8526
67 H -20.4824 7.3382 -1.3290
68 H -21.4138 7.8686 -2.5690
69 H -21.4091 8.8616 -1.0492
70 H -18.3549 10.2186 1.4992
71 H -16.8700 9.6377 0.5806
72 H -17.9531 8.6052 1.5253
73 C -24.9086 -5.2362 -16.5101
74 O -23.9314 -4.1586 -16.5166
75 C -22.6864 -4.3165 -15.9624
76 O -22.4724 -4.8744 -14.8688
77 O -21.7516 -3.7631 -16.6949
78 C -20.4852 -3.4735 -16.1759
79 H -24.5944 -6.1563 -17.0029
80 H -25.8358 -5.0656 -17.0572
81 H -25.1498 -5.3493 -15.4532
82 H -20.3846 -3.5032 -15.0910
83 H -20.1444 -2.4677 -16.4217
84 H -19.7971 -4.2491 -16.5120
85 C -23.8283 13.0955 -6.4376
86 O -23.8848 13.2029 -7.8740
87 C -23.3317 12.2405 -8.5692
88 O -22.6447 11.2933 -8.1593
89 O -23.4567 12.6148 -9.8495
90 C -22.6579 11.8712 -10.8411
91 H -24.3497 13.9258 -5.9612
92 H -22.8315 13.0994 -5.9967
93 H -24.4015 12.2665 -6.0226
94 H -22.7974 12.3638 -11.8034
95 H -23.0541 10.8688 -11.0029
96 H -21.5793 11.9274 -10.6942
97 O -15.0006 16.4954 -10.3331
98 C -15.0214 15.7435 -9.3425
99 O -15.1996 14.3893 -9.4348
100 C -15.0053 13.7196 -8.2300
101 C -15.0374 14.9268 -7.2502
102 O -14.9339 16.1288 -8.0522
103 H -15.7962 13.0389 -7.9151
104 H -14.1528 13.0501 -8.1161
105 H -14.2560 14.7842 -6.5036
106 H -15.9633 15.0210 -6.6828
107 O -17.5830 3.2049 -10.9812
108 C -17.7208 4.3507 -10.7239
109 O -18.0040 4.9116 -9.5614
110 C -17.9584 6.3448 -9.6251
111 C -17.8550 6.6463 -11.0949
112 O -17.4296 5.3876 -11.6159
113 H -18.8270 6.7634 -9.1169
114 H -17.0619 6.7978 -9.2018
115 H -17.2299 7.4840 -11.4043
116 H -18.7690 6.9526 -11.6036